<w>
Here is a cluster of 3 separate species, C4H13N3S in total from OMol25. Energies are from ωB97M-V/def2-TZVPD.

Summary:
LUMO level: -3.97 eV
orbital gap: 3.2551 eV

```
! RIJCOSX wB97M-V def2-TZVPD def2/J DEFGRID3
* xyz 0 1
C -0.892 -0.766 -0.168
N -1.698 -0.874 2.326
C -2.628 0.182 2.277
N -2.012 1.527 2.362
C 0.407 -1.122 -0.733
C 0.052 0.409 -0.546
S 2.862 0.864 -1.675
N 0.701 -1.396 -2.093
H -1.740 -1.211 -0.695
H -1.252 -0.888 0.950
H -1.937 -1.722 2.839
H -3.295 0.134 1.403
H -3.341 0.189 3.123
H -1.325 1.383 3.095
H -1.436 1.638 1.532
H 1.117 -1.506 0.004
H 0.801 0.956 0.010
H -0.531 1.101 -1.147
H 3.851 1.334 -2.397
H 1.253 -2.225 -2.270
H 1.217 -0.597 -2.464
*
```

Here are the Mulliken charges for atoms 1 to 6, given in e:
1. C -0.02
2. N -0.54
3. C -0.44
4. N -0.63
5. C 0.13
6. C -1.00

---

<x>
Here is a cluster of 2 separate species, C4H13N3S in total from OMol25. Energies are from ωB97M-V/def2-TZVPD.

Summary:
LUMO level: 0.82 eV
orbital gap: 9.0971 eV

```
! RIJCOSX wB97M-V def2-TZVPD def2/J DEFGRID3
* xyz 0 1
N -1.961 1.077 -0.278
C -1.339 2.163 -0.511
N -1.249 3.254 0.365
N -0.593 2.328 -1.665
H -2.512 1.133 0.567
H -2.027 3.305 1.014
H -1.193 4.134 -0.145
H 0.318 2.742 -1.524
H -0.526 1.452 -2.167
C 1.320 0.010 1.034
C 0.768 -1.383 0.775
S 1.863 -2.323 -0.341
C 0.732 -3.755 -0.618
H 0.784 0.435 1.888
H 1.148 0.689 0.204
H 2.376 -0.023 1.303
H -0.234 -1.284 0.356
H 0.710 -1.941 1.710
H 0.568 -4.265 0.330
H -0.201 -3.341 -0.985
H 1.249 -4.407 -1.313
*
```

Here are the Mulliken charges for atoms 1 to 6, given in e:
1. N -0.69
2. C 0.60
3. N -0.50
4. N -0.60
5. H 0.19
6. H 0.24

---

The calculated energies rank the structures as follows, beginning with the most stable: <x>, <w>.